Record 1
14
Properties=species:S:1:pos:R:3:mulliken_charge:R:1 method="wB97M-V/def2-TZVPD" relative_energy_ev=3.925 total_charge=+1 e_tot_ev=-11762.3144 gap_ha=0.4241
C -1.2590 0.0990 1.0472 -0.25
C -1.3208 -0.4314 -0.3912 0.45
C 2.4060 0.3166 0.3881 0.43
N 3.4628 0.6759 0.6951 -0.23
N -1.4267 -1.5621 -1.0856 -0.43
N -1.2695 0.8148 -0.2054 0.17
O 1.4070 0.0691 -0.1493 -0.50
O -0.8896 1.8984 -0.8177 -0.37
H -0.1611 -0.0145 1.4491 0.16
H -2.1506 -0.1656 1.6478 0.31
H 4.3604 0.4333 0.9345 0.27
H -1.6382 -1.5712 -2.1117 0.29
H 0.1023 2.0032 -0.6601 0.40
H -1.6229 -2.5654 -0.7409 0.29



Record 2
68
Properties=species:S:1:pos:R:3:mulliken_charge:R:1 method="wB97M-V/def2-TZVPD" relative_energy_ev=5.055 total_charge=0 e_tot_ev=-193551.4427 gap_ha="0.2172 / 0.2152" s2=6.0771 multiplicity=5
C -0.1617 1.9502 0.1710 -1.08
C -1.1764 1.6862 -0.8247 -0.11
C -2.4280 1.5426 -0.1630 -0.48
H -1.0283 1.7058 -1.9082 0.67
C -2.2186 1.8110 1.2305 -1.38
C -0.8392 2.0748 1.4561 -0.64
H -0.3932 2.4136 2.3840 0.47
H 0.8935 2.1196 -0.0248 0.59
H -3.4034 1.4416 -0.6405 0.37
H -3.0198 1.9527 1.9657 1.02
Fe -0.8197 -0.0034 0.5738 -0.53
C -0.5509 -1.2387 -0.6903 -0.16
H -1.7254 -0.8205 -0.5160 0.12
H 0.2348 -1.9811 -0.3998 -0.25
H -0.8727 -1.7652 -1.5916 0.66
Si 1.3211 -0.0254 -3.9540 0.12
C 2.6821 -1.3209 -4.6271 0.58
C 3.6584 -0.4837 -5.1956 -0.62
H 3.4114 0.5277 -5.5356 0.32
C 4.9567 -0.9760 -5.3893 -0.65
H 5.7602 -0.2814 -5.6069 0.36
C 5.1940 -2.3569 -5.3437 -0.39
H 6.1786 -2.7452 -5.6056 0.36
C 4.1479 -3.2192 -4.9732 -0.35
H 4.3013 -4.3115 -5.0383 0.33
C 2.9161 -2.7072 -4.5071 -0.37
H 2.1654 -3.3782 -4.0918 0.39
C -0.5295 0.0597 -4.3192 0.82
C -0.5274 0.7735 -5.5671 -0.97
H 0.2996 0.5682 -6.2523 0.41
C -1.4758 1.7552 -5.8211 -0.49
H -1.4053 2.3049 -6.7630 0.37
C -2.4262 2.0455 -4.8242 -0.42
H -2.9588 3.0054 -4.8735 0.37
C -2.6862 1.1322 -3.8064 -0.32
H -3.5718 1.2838 -3.1569 0.35
C -1.7899 0.0512 -3.6291 -0.32
H -2.0986 -0.7499 -2.9536 0.35
H 0.1002 -0.3204 -0.8205 -0.08
H 1.9773 1.1533 -4.2824 -0.21
C -2.1248 -3.4803 1.5017 -1.19
As -1.8554 -1.5631 1.9616 1.09
C -3.5559 -0.8479 2.6699 -1.28
C -0.5472 -1.3398 3.4576 0.08
C -0.9685 -1.3437 4.7862 -0.38
C -0.0235 -1.1276 5.8063 -0.75
C 1.3171 -0.8935 5.4825 -0.61
C 1.7197 -0.7520 4.1458 -0.77
C 0.7915 -0.9878 3.1428 -0.04
As 1.3322 -0.4587 1.3275 1.55
C 3.0184 0.4889 1.3382 -1.51
C 2.1168 -2.1269 0.5912 -1.46
H -2.4251 -3.5080 0.4439 0.37
H -2.9154 -3.9144 2.1327 0.41
H -1.1823 -4.0304 1.6380 0.34
H -3.7600 -1.2871 3.6552 0.51
H -3.4978 0.2427 2.7386 0.23
H -4.3253 -1.1316 1.9388 0.36
H -2.0188 -1.4920 5.0372 0.25
H -0.3412 -1.1440 6.8534 0.37
H 2.0595 -0.7816 6.2710 0.37
H 2.7375 -0.4528 3.8852 0.37
H 3.7765 -0.2718 1.5511 0.49
H 3.1973 0.9090 0.3387 0.37
H 2.9845 1.2600 2.1141 0.41
H 2.9427 -2.3743 1.2609 0.47
H 1.3786 -2.9343 0.6013 0.42
H 2.4768 -1.9036 -0.4239 0.37



Record 3
82
Properties=species:S:1:pos:R:3:mulliken_charge:R:1 method="wB97M-V/def2-TZVPD" total_charge=+1 e_tot_ev=-49888.2027 gap_ha="0.2816 / 0.0815" s2=0.7543 multiplicity=2
Al -0.3998 -3.3578 -0.7631 1.02
N -0.6196 0.7202 0.1696 1.04
O -0.1684 0.9962 1.2681 -0.76
O -0.5911 -0.4289 -0.2366 -0.62
O -1.0836 1.7291 -0.3960 -0.84
C -1.3470 3.4026 -3.5460 -1.35
C 0.0878 3.6470 -3.1995 0.82
C 0.7929 4.6738 -4.0791 -0.98
O 2.2355 4.5821 -4.0077 -0.32
C 2.9147 5.3800 -4.8954 -0.75
N 0.1329 4.0706 -1.8332 -0.10
H -1.9912 4.2278 -3.2426 0.41
H -1.6102 2.4785 -3.0312 0.25
H -1.4951 3.1615 -4.5987 0.42
H 0.6136 2.6942 -3.2619 0.26
H 0.4724 5.7011 -3.9058 0.44
H 0.4248 4.4419 -5.0785 0.42
H 2.9509 5.0549 -5.9352 0.30
H 3.9670 5.3879 -4.6113 0.27
H 2.6210 6.4222 -4.7704 0.33
H -0.1680 3.2303 -1.3606 0.14
H 1.0810 4.1538 -1.4952 0.43
C -0.7968 -4.6071 -6.0323 -1.49
C -0.5344 -3.8727 -4.7141 0.42
C -1.1923 -2.5070 -4.5962 -0.85
O -0.8074 -1.8516 -3.3645 -0.23
C -0.8541 -0.4149 -3.4773 -0.83
N -1.1985 -4.6332 -3.6020 -0.49
H -0.3418 -5.5958 -6.0921 0.41
H -0.5023 -3.9643 -6.8619 0.38
H -1.8519 -4.7590 -6.2603 0.37
H 0.5490 -3.8339 -4.6002 0.18
H -2.2802 -2.5658 -4.6303 0.30
H -0.9379 -1.8440 -5.4232 0.42
H -0.2745 -0.0217 -4.3125 0.42
H -0.3872 0.0580 -2.6133 0.08
H -1.8724 -0.0293 -3.5281 0.39
H -2.1707 -4.6506 -3.8753 0.26
H -0.9828 -5.5983 -3.8075 0.27
C 3.3423 -0.9523 2.1761 -1.38
C 2.6163 -1.9540 1.2218 0.33
C 3.2383 -3.3702 1.2403 -0.82
O 2.5330 -4.2664 0.3210 -0.20
C 2.9844 -5.6142 0.3754 -0.84
N 1.2529 -2.0253 1.6098 -0.08
H 2.8209 0.0028 2.1133 0.32
H 4.3467 -0.7314 1.8148 0.46
H 3.2379 -1.2629 3.2156 0.34
H 2.6091 -1.5271 0.2189 0.27
H 3.3249 -3.7186 2.2695 0.39
H 4.2564 -3.1043 0.9561 0.38
H 4.0125 -5.6186 0.0133 0.34
H 2.4274 -6.2729 -0.2908 0.25
H 2.9859 -6.1513 1.3238 0.33
H 0.9617 -1.0632 1.7078 -0.22
H 1.2153 -2.4558 2.5227 0.28
C -0.0693 1.1879 5.0806 -1.63
C -0.3591 -0.2235 4.6715 1.09
C -1.0559 -1.0524 5.7480 -0.82
O -0.2405 -1.2615 6.8869 -0.34
C -0.9183 -2.0697 7.8869 -0.82
N -1.2659 -0.1694 3.5498 -0.52
H -0.8363 1.6109 5.7294 0.35
H 0.0796 1.9415 4.3073 0.38
H 0.8575 1.2547 5.6503 0.38
H 0.5546 -0.7216 4.3473 -0.15
H -1.3344 -2.0799 5.5141 0.41
H -1.9463 -0.5003 6.0489 0.31
H -0.4925 -1.9268 8.8801 0.29
H -0.9504 -3.1423 7.6954 0.31
H -1.9314 -1.7215 8.0883 0.33
H -2.1128 0.3198 3.8018 0.27
H -0.9229 0.3435 2.7502 0.14
C -3.6503 4.8074 2.7834 -1.18
C -2.6454 3.7889 2.3892 0.21
O -3.0000 3.2302 1.1428 -0.53
H -4.4844 4.2190 3.1658 0.30
H -4.0166 5.4045 1.9484 0.31
H -3.1671 5.3919 3.5664 0.34
H -2.6898 2.9363 3.0669 0.01
H -1.6263 4.1722 2.3384 0.29
H -2.3261 2.6677 0.7540 0.28